1.
Computed, not measured: a structure of composition C39H41IN8O6S3Sm, with ωB97M-V/def2-TZVPD.

total charge	+1
spin multiplicity	6
HOMO-LUMO gap (spin up / spin down)	6.374 / 6.390	eV

XYZ file:
```
99
Properties=species:S:1:pos:R:3:lowdin_spin:R:1
Sm 0.09 -0.07 0.24 5.0569
C 0.60 1.84 4.35 0.0000
C 1.40 2.37 3.19 0.0002
N 2.52 2.97 3.47 0.0001
C 3.22 3.54 2.49 -0.0002
C 2.86 3.52 1.16 -0.0001
C 3.67 4.32 0.18 0.0000
O 2.90 5.31 -0.48 0.0000
C 1.68 2.82 0.80 -0.0004
C 1.32 2.72 -0.58 -0.0010
N 0.25 2.17 -1.10 -0.0045
C 0.12 2.30 -2.49 0.0000
C 0.60 3.44 -3.17 0.0000
C 0.54 3.57 -4.55 -0.0001
C -0.04 2.57 -5.32 0.0000
C -0.58 1.47 -4.68 -0.0001
C -0.51 1.36 -3.31 0.0002
I -1.37 -0.45 -2.52 -0.0043
C 0.90 2.22 1.85 -0.0002
O -0.19 1.59 1.61 -0.0131
H 0.22 2.67 4.94 0.0000
H 1.23 1.23 5.00 0.0000
H -0.25 1.26 3.98 0.0000
H 4.12 4.05 2.81 0.0000
H 4.08 3.69 -0.62 0.0000
H 4.52 4.78 0.71 0.0000
H 2.64 5.98 0.17 0.0000
H 2.07 3.13 -1.26 -0.0001
H 1.04 4.24 -2.59 0.0000
H 0.96 4.44 -5.02 0.0000
H -0.07 2.63 -6.39 0.0000
H -1.04 0.68 -5.25 -0.0001
N 1.13 -1.91 4.36 0.0003
C -0.22 -1.86 4.60 -0.0002
C -1.00 -2.17 5.71 0.0000
C -2.34 -1.90 5.62 0.0000
C -2.91 -1.34 4.47 0.0000
C -2.15 -1.03 3.36 0.0000
C -0.79 -1.31 3.43 -0.0004
N 0.20 -1.05 2.52 -0.0067
C 1.33 -1.40 3.11 0.0006
C 2.61 -1.12 2.50 -0.0001
C 3.87 -1.43 2.95 0.0002
S 5.05 -0.79 1.89 0.0000
C 3.78 -0.14 0.92 0.0003
N 2.59 -0.39 1.34 -0.0032
H 1.84 -2.25 4.99 0.0000
H -0.57 -2.59 6.61 0.0000
H -2.98 -2.09 6.47 0.0000
H -3.97 -1.11 4.47 0.0000
H -2.53 -0.57 2.46 0.0000
H 4.15 -1.98 3.82 0.0000
H 3.99 0.40 0.02 0.0000
C -5.85 0.02 0.85 0.0000
C -4.85 1.15 1.05 -0.0001
S -3.55 1.07 -0.27 0.0000
O -2.39 0.38 0.39 -0.0028
C -3.12 2.86 -0.33 0.0000
C -2.69 3.43 1.00 -0.0001
H -6.56 -0.01 1.68 0.0000
H -5.33 -0.94 0.80 0.0000
H -6.41 0.16 -0.07 0.0000
H -4.33 1.08 2.01 0.0000
H -5.36 2.11 0.98 0.0000
H -4.00 3.35 -0.75 0.0000
H -2.30 2.92 -1.05 0.0000
H -3.52 3.51 1.70 0.0000
H -2.27 4.42 0.86 0.0000
H -1.91 2.79 1.43 0.0000
C -3.47 -5.13 -0.82 0.0000
N -2.47 -4.16 -0.45 0.0000
C -1.15 -4.09 -1.04 -0.0001
C -0.59 -2.87 -0.30 0.0000
O 0.53 -2.38 -0.43 -0.0059
N -1.52 -2.38 0.53 -0.0021
C -2.60 -3.17 0.44 -0.0001
N -3.69 -2.96 1.17 0.0000
H -3.18 -5.58 -1.77 0.0000
H -4.44 -4.65 -0.96 0.0000
H -3.56 -5.91 -0.07 0.0000
H -1.19 -3.92 -2.12 0.0000
H -0.56 -4.99 -0.84 0.0000
H -3.60 -2.28 1.92 0.0000
H -4.41 -3.66 1.25 0.0000
O 4.59 -2.91 -7.31 0.0000
C 4.02 -3.48 -6.23 -0.0001
O 3.96 -4.68 -6.14 -0.0002
C 3.51 -2.56 -5.17 -0.0006
C 3.23 -1.21 -5.39 0.0000
C 2.78 -0.42 -4.36 -0.0008
C 2.60 -0.96 -3.08 -0.0010
S 2.15 0.11 -1.79 -0.0096
C 2.85 -2.32 -2.87 -0.0006
C 3.29 -3.10 -3.90 0.0001
H 4.66 -1.95 -7.24 0.0000
H 3.34 -0.77 -6.37 0.0000
H 2.57 0.62 -4.51 -0.0001
H 2.69 -2.74 -1.88 0.0000
H 3.51 -4.15 -3.75 0.0000
```

2.
Computed, not measured: a structure of composition C8H9N3OS, with ωB97M-V/def2-TZVPD.

ΔE to the lowest compared entry with this formula, charge and spin	562.1	kJ/mol
HOMO-LUMO gap	8.579	eV

XYZ file:
```
22
Properties=species:S:1:pos:R:3:nbo_charge:R:1
C -2.10 1.81 -1.13 -0.7506
C -1.60 -0.22 0.86 0.3110
C 0.81 -0.05 1.79 -0.2730
C 1.55 0.05 0.48 0.2421
C 1.52 -1.10 -0.46 -0.3225
C 2.64 -0.89 -1.18 -0.2996
C 3.31 0.31 -0.74 0.0609
C -3.28 -1.13 -0.28 0.4065
H -3.21 2.26 -1.49 0.2853
H -1.09 2.78 -1.29 0.2346
H -1.66 0.87 -1.58 0.2481
H -0.61 -1.68 1.59 0.4107
H 1.27 -0.83 2.59 0.2334
H 0.60 1.00 2.48 0.2263
H 0.55 -1.67 -0.70 0.2555
H 3.01 -1.58 -2.06 0.2375
H 4.19 0.74 -1.14 0.2095
N -0.48 -0.71 1.60 -0.6030
N -2.26 -1.30 0.58 -0.6032
N -4.21 -0.96 -1.00 -0.4199
O 2.68 0.78 0.40 -0.3777
S -1.63 1.50 0.66 0.2883
```

3.
Computed, not measured: the molecule C7H7NO2, with ωB97M-V/def2-TZVPD.

ΔE to the lowest compared entry with this formula, charge and spin	202.4	kJ/mol
HOMO-LUMO gap	9.756	eV
SMILES	NC(=O)Oc1ccccc1

XYZ file:
```
17
Properties=species:S:1:pos:R:3:nbo_charge:R:1
C 2.43 -0.09 -0.18 0.8904
C 0.02 -0.18 -0.29 0.2877
C -1.09 -0.44 -1.21 -0.2216
C -2.31 -0.41 -0.69 -0.2399
C -2.60 -0.21 0.69 -0.2243
C -1.44 -0.02 1.54 -0.1814
C -0.17 0.03 0.98 -0.3198
H 4.07 1.17 -0.27 0.4078
H 2.72 1.27 -1.35 0.3655
H -0.88 -0.63 -2.43 0.2415
H -3.09 -0.47 -1.40 0.2139
H -3.76 -0.20 1.07 0.2308
H -1.64 0.01 2.63 0.2196
H 0.52 0.34 1.90 0.2603
N 3.30 0.81 -0.89 -0.8142
O 2.64 -0.70 0.81 -0.5842
O 1.28 -0.27 -0.91 -0.5322
```

4.
Computed, not measured: a structure of composition C39H31Co2O6Ti, with ωB97M-V/def2-TZVPD.

total charge	-1
ΔE to the lowest compared entry with this formula, charge and spin	0.0	kJ/mol
HOMO-LUMO gap	4.950	eV

XYZ file:
```
79
Properties=species:S:1:pos:R:3:mulliken_charge:R:1
C 3.12 -3.32 3.43 -0.4446
C 2.23 -2.40 3.99 -0.6536
C 1.07 -2.03 3.32 -0.6391
C 0.76 -2.58 2.05 0.7483
C -0.49 -2.12 1.38 -1.5055
Ti -1.18 -2.97 -0.62 0.0811
C -3.15 -1.89 -0.80 -1.5379
C -4.02 -2.00 -2.00 0.7340
C -5.21 -1.23 -2.03 -0.5824
C -6.09 -1.30 -3.11 -0.6514
C -5.81 -2.14 -4.20 -0.4299
C -4.63 -2.89 -4.20 -1.2419
C -3.75 -2.81 -3.12 0.2716
C -0.53 -5.23 -0.35 -0.8345
C -1.22 -4.87 0.85 -0.3812
C -2.58 -4.58 0.52 -0.7949
C -2.73 -4.79 -0.89 -0.3763
C -1.47 -5.18 -1.43 -0.5954
C 0.96 -2.01 -1.17 -0.2611
C -0.02 -1.00 -1.42 -0.1654
C -0.87 -1.46 -2.48 -1.1714
C -0.43 -2.77 -2.86 -0.6560
C 0.71 -3.11 -2.05 -0.9761
C 1.66 -3.53 1.52 0.2558
C 2.83 -3.89 2.19 -1.1788
H 4.04 -3.60 3.96 0.3667
H 2.45 -1.95 4.97 0.3779
H 0.37 -1.32 3.76 0.4493
H -1.38 -2.37 1.99 0.5852
H -0.49 -1.03 1.24 0.6921
H -3.69 -2.21 0.11 0.6412
H -2.83 -0.84 -0.64 0.5982
H -5.43 -0.57 -1.19 0.4423
H -7.00 -0.70 -3.11 0.3693
H -6.50 -2.20 -5.05 0.3641
H -4.39 -3.55 -5.04 0.3840
H -2.84 -3.42 -3.16 0.5021
H 0.50 -5.59 -0.41 0.6739
H -0.81 -4.92 1.86 0.5907
H -3.37 -4.30 1.22 0.5414
H -3.67 -4.75 -1.44 0.7745
H -1.28 -5.52 -2.45 0.4939
H 1.81 -1.92 -0.49 0.9035
H -0.08 -0.03 -0.93 0.5570
H -1.64 -0.87 -2.97 0.6295
H -0.81 -3.35 -3.69 0.6827
H 1.34 -3.99 -2.18 0.4860
H 1.46 -4.00 0.55 0.4409
H 3.51 -4.62 1.74 0.3853
O -1.65 7.66 2.85 -0.4119
C -1.02 6.80 2.38 0.2666
Co 0.04 5.52 1.80 0.0607
C -0.99 4.11 1.65 0.1812
O -1.57 3.11 1.51 -0.3870
C 0.22 5.88 0.09 0.0880
O 0.42 6.02 -1.04 -0.3784
C 1.43 5.25 3.17 0.4638
C 1.94 4.59 2.05 -1.0064
C 1.98 3.40 1.36 -0.5087
C 2.56 3.17 0.06 0.4969
C 2.16 1.99 -0.64 0.2795
C 2.68 1.68 -1.90 -0.2093
C 3.63 2.53 -2.49 -0.4906
C 4.05 3.68 -1.81 -0.6420
C 3.51 4.01 -0.56 -0.0079
Co 2.76 6.40 2.57 0.0275
C 2.07 7.83 3.37 0.2649
O 1.59 8.75 3.89 -0.3981
C 3.40 7.19 1.10 0.0367
O 3.79 7.65 0.11 -0.3751
C 4.18 6.00 3.53 0.0631
O 5.09 5.56 4.11 -0.3934
H 1.29 4.87 4.20 0.3973
H 1.44 2.54 1.79 0.4175
H 1.46 1.31 -0.15 0.0558
H 2.34 0.76 -2.41 0.3646
H 4.05 2.27 -3.46 0.3489
H 4.82 4.31 -2.26 0.3704
H 3.88 4.89 -0.03 0.0797
```

5.
Computed, not measured: a cluster of 3 separate species, C18H38Br2F5N4O10P2 in total, with ωB97M-V/def2-TZVPD.

total charge	+1
HOMO-LUMO gap	9.297	eV

XYZ file:
```
79
Properties=species:S:1:pos:R:3:mulliken_charge:R:1
N -3.01 3.69 0.47 -0.5969
C -3.37 2.52 0.26 -0.5712
C -2.62 1.25 0.64 -0.4196
N -1.19 1.27 0.30 0.7483
C -0.29 1.56 1.44 -1.0540
C 0.10 0.30 2.24 -0.4985
F -0.58 0.36 3.46 -0.3916
C -0.73 1.02 -0.89 -1.9336
N 0.63 1.04 -1.12 0.0280
C 1.30 -0.24 -0.86 -0.0831
C 1.34 -1.10 -2.14 -1.2749
C 2.72 -1.62 -2.37 0.0311
F 3.56 -0.59 -2.42 -0.2591
Br 3.17 -2.80 -0.88 -0.0178
C 2.87 -2.39 -3.69 0.7465
F 4.10 -2.86 -3.78 -0.1939
F 2.68 -1.57 -4.70 -0.2138
Br 1.66 -3.90 -3.85 -0.1081
N -1.54 0.71 -1.96 1.2355
C -2.26 -0.56 -1.96 -0.7634
C -2.04 -1.42 -3.19 -0.6494
F -3.11 -1.29 -4.03 -0.3551
C -2.08 1.80 -2.76 -0.7243
O -1.06 2.66 -3.16 -0.2991
O -1.12 3.81 -2.32 -0.3503
H -2.11 3.70 0.96 0.3034
H -4.31 2.35 -0.25 0.5856
H -3.14 0.39 0.24 0.0950
H -2.70 1.16 1.71 0.6968
H -0.86 2.15 2.13 0.7313
H 0.55 2.16 1.14 0.6631
H 1.15 0.27 2.46 0.3399
H -0.25 -0.60 1.76 0.3736
H 1.06 1.82 -0.66 0.6533
H 2.30 -0.10 -0.47 0.5284
H 0.77 -0.84 -0.13 0.0470
H 0.62 -1.90 -2.11 0.6529
H 1.08 -0.46 -2.97 0.3105
H -1.98 -1.14 -1.08 0.5042
H -3.33 -0.40 -1.87 0.6702
H -1.94 -2.46 -2.88 0.4175
H -1.12 -1.17 -3.72 0.2601
H -2.44 1.37 -3.69 0.5324
H -2.90 2.34 -2.32 0.3444
H -0.19 3.95 -2.11 0.3389
C -6.92 -3.62 3.07 -0.7283
O -6.42 -2.65 2.13 -0.3943
P -4.88 -2.41 1.96 0.9409
O -4.54 -1.55 0.82 -0.5143
O -4.21 -3.85 1.91 -0.2698
C -4.51 -4.70 0.79 -0.7220
O -4.42 -1.87 3.36 -0.3412
C -3.00 -1.66 3.55 -0.2513
H -7.40 -4.42 2.51 0.2670
H -6.12 -4.03 3.69 0.3397
H -7.65 -3.14 3.70 0.2820
H -4.92 -4.14 -0.05 0.3490
H -5.21 -5.47 1.10 0.2698
H -3.58 -5.18 0.47 0.2671
H -2.53 -1.34 2.62 -0.1622
H -2.53 -2.58 3.90 0.3107
H -2.87 -0.88 4.29 0.2903
C 6.14 4.43 1.48 -0.7129
O 5.04 3.50 1.40 -0.3596
P 5.19 2.15 0.61 0.9728
O 4.07 1.23 0.81 -0.4968
O 6.61 1.56 1.01 -0.3321
C 6.81 1.13 2.36 -0.7095
O 5.43 2.61 -0.88 -0.3283
C 5.74 1.59 -1.84 -0.5264
H 6.48 4.48 2.51 0.2644
H 6.97 4.13 0.84 0.3398
H 5.78 5.41 1.17 0.2819
H 5.87 0.98 2.88 0.3225
H 7.40 1.87 2.89 0.2669
H 7.36 0.19 2.34 0.2751
H 5.25 0.66 -1.58 0.1774
H 6.81 1.43 -1.90 0.3069
H 5.37 1.92 -2.81 0.2446
```

6.
Computed, not measured: the molecule C2H3N3S, with ωB97M-V/def2-TZVPD.

ΔE to the lowest compared entry with this formula, charge and spin	423.4	kJ/mol
HOMO-LUMO gap (spin up / spin down)	7.244 / 7.516	eV

XYZ file:
```
9
Properties=species:S:1:pos:R:3:nbo_charge:R:1
C -0.76 -1.14 -0.04 0.1090
C 1.41 0.33 -0.05 0.1424
N 0.26 -1.81 0.11 -0.3992
N -0.93 0.26 -0.30 -0.4689
N 0.29 0.97 0.04 -0.4625
S 3.00 0.39 0.06 0.0873
H -1.71 -1.54 0.01 0.1605
H -1.89 0.55 0.16 0.3947
H 0.32 2.01 0.02 0.4367
```

7.
Computed, not measured: a structure of composition C4H9N2, with ωB97M-V/def2-TZVPD.

total charge	+1
ΔE to the lowest compared entry with this formula, charge and spin	482.2	kJ/mol
HOMO-LUMO gap	10.534	eV

XYZ file:
```
15
Properties=species:S:1:pos:R:3:nbo_charge:R:1
C -0.67 -0.84 0.61 -0.0737
C -0.57 -0.77 -0.86 -0.0570
C 0.31 0.08 -0.02 0.1791
C 0.44 1.56 0.05 -0.6681
N 2.07 -0.75 -0.01 -0.7667
N -1.82 -0.38 -0.18 -0.5105
H -0.70 -1.60 1.36 0.2764
H -0.48 -1.44 -1.69 0.2854
H 1.04 1.91 -0.80 0.2592
H 0.94 1.85 0.97 0.2564
H -0.52 2.06 0.01 0.2161
H 2.03 -1.31 0.84 0.3534
H 2.68 0.04 0.15 0.3631
H -2.63 -1.00 -0.26 0.4542
H -2.09 0.61 -0.16 0.4329
```

8.
Computed, not measured: the molecule C12H22S2, with ωB97M-V/def2-TZVPD.

ΔE to the lowest compared entry with this formula, charge and spin	510.1	kJ/mol
HOMO-LUMO gap	8.535	eV
SMILES	C1CCC(SSC2CCCCC2)CC1

XYZ file:
```
36
Properties=species:S:1:pos:R:3:nbo_charge:R:1
C 2.44 -2.38 -2.32 -0.4178
C 3.07 -1.88 -0.81 -0.4060
C 1.92 -1.57 0.22 -0.4611
C 0.58 -1.32 -0.32 -0.2591
C 0.08 -2.52 -1.24 -0.4480
C 1.34 -3.40 -1.89 -0.4125
C -0.13 2.51 0.85 -0.2948
C -0.47 1.41 1.85 -0.4424
C -1.83 0.74 1.33 -0.4279
C -3.00 1.82 1.40 -0.4150
C -2.52 3.32 1.04 -0.4174
C -1.33 3.16 0.07 -0.4400
H 1.94 -1.39 -2.78 0.2100
H 3.07 -2.88 -3.08 0.2190
H 3.94 -2.50 -0.56 0.2150
H 3.61 -1.03 -0.94 0.2023
H 1.75 -2.28 1.20 0.2238
H 2.29 -0.71 0.79 0.2435
H 0.06 -1.25 0.63 0.2042
H -0.39 -3.09 -0.38 0.2144
H -0.71 -2.46 -2.14 0.2380
H 1.85 -4.17 -1.30 0.2041
H 0.78 -3.98 -2.72 0.2039
H 0.59 3.37 1.09 0.2296
H 0.31 0.70 2.01 0.2274
H -0.92 1.93 2.63 0.2091
H -1.81 0.05 0.48 0.2270
H -2.12 0.04 2.11 0.2068
H -3.63 1.60 0.48 0.2175
H -3.48 1.97 2.46 0.2185
H -2.23 3.94 1.95 0.1959
H -3.51 3.78 0.65 0.2206
H -1.00 4.09 -0.63 0.2279
H -1.62 2.41 -0.70 0.2115
S -0.06 0.35 -1.21 0.0202
S 1.13 1.59 -0.22 0.0519
```

| no. | DFT total energy (eV) | largest force on an atom (eV/Å) |
| --- | --- | --- |
| 1 | -123825.183 | 1.99 |
| 2 | -25789.243 | 5.34 |
| 3 | -12955.499 | 11.58 |
| 4 | -151597.528 | 2.99 |
| 5 | -217962.016 | 1.59 |
| 6 | -17423.409 | 3.13 |
| 7 | -7263.144 | 4.69 |
| 8 | -34466.941 | 4.09 |